(1)
Density functional theory data (the ωB97M-V functional and the def2-TZVPD basis) for a cluster of 5 separate species, C36H63FN2O11 in total.

SMILES: CCCCCCCC[C@@H](O[C@H](F)N=C=O)[C@H](NCCCCC)OCCC.O=C1CCCO1.O=C1CCCO1.O=C1CCCO1.O=C1CCCO1
LUMO (eV): 0.49
DFT total energy (a.u.): -2446.55682
Molar mass (g/mol): 718.90

```
113
Properties=species:S:1:pos:R:3:lowdin_charge:R:1
C -3.18 -4.42 3.40 -0.116
C -4.20 -3.42 3.94 -0.261
C -3.66 -2.58 5.11 -0.224
C -2.46 -1.70 4.77 -0.204
C -2.89 -0.32 4.24 -0.207
C -2.13 0.83 4.92 -0.209
C -0.68 0.98 4.40 -0.167
C -0.54 2.01 3.27 -0.116
C 0.50 3.11 3.53 -0.246
O 1.58 2.59 4.31 -0.003
C 2.42 3.51 4.87 -0.414
F 3.29 2.79 5.65 0.062
N 1.71 4.45 5.76 0.209
C 1.73 5.61 5.39 -0.313
O 1.70 6.71 5.03 0.205
C 1.03 3.67 2.21 -0.351
N -0.07 4.22 1.43 0.021
C 0.40 5.37 0.63 -0.226
C -0.54 5.69 -0.52 -0.186
C 0.14 6.71 -1.47 -0.228
C -0.04 6.37 -2.94 -0.263
C 0.40 7.53 -3.85 -0.122
O 1.68 2.65 1.47 -0.074
C 3.08 2.77 1.34 -0.214
C 3.55 2.16 0.00 -0.193
C 4.08 3.22 -0.99 -0.100
H -2.87 -5.10 4.19 0.078
H -2.31 -3.92 2.99 0.056
H -3.63 -4.98 2.58 0.069
H -4.57 -2.78 3.14 0.105
H -5.02 -4.01 4.34 0.101
H -4.48 -1.96 5.49 0.101
H -3.41 -3.28 5.91 0.106
H -1.82 -1.59 5.65 0.109
H -1.85 -2.18 4.01 0.091
H -2.70 -0.24 3.17 0.110
H -3.95 -0.16 4.41 0.102
H -2.65 1.79 4.83 0.103
H -2.06 0.58 5.98 0.102
H -0.04 1.19 5.25 0.107
H -0.40 0.01 4.00 0.109
H -0.35 1.51 2.33 0.115
H -1.49 2.52 3.16 0.112
H -0.02 3.94 4.02 0.149
H 3.04 4.02 4.13 0.154
H 1.71 4.50 2.41 0.136
H -0.36 3.51 0.78 0.117
H 0.54 6.22 1.29 0.127
H 1.37 5.11 0.18 0.107
H -1.45 6.17 -0.16 0.113
H -0.79 4.81 -1.09 0.110
H 1.21 6.68 -1.27 0.101
H -0.17 7.73 -1.26 0.113
H 0.56 5.51 -3.22 0.106
H -1.10 6.19 -3.13 0.105
H -0.43 8.18 -4.12 0.066
H 1.16 8.14 -3.36 0.062
H 0.84 7.16 -4.77 0.060
H 3.58 2.25 2.16 0.120
H 3.41 3.82 1.37 0.111
H 2.71 1.63 -0.44 0.108
H 4.37 1.49 0.23 0.100
H 3.70 3.06 -1.99 0.070
H 5.16 3.19 -1.06 0.063
H 3.79 4.23 -0.70 0.058
O -1.29 -8.38 3.77 0.114
C -0.83 -7.87 2.80 -0.495
C -0.10 -8.56 1.66 -0.074
C 0.58 -7.39 0.94 -0.151
C -0.37 -6.25 1.24 -0.144
O -0.93 -6.55 2.54 0.013
H -0.83 -9.06 1.02 0.125
H 0.61 -9.29 2.04 0.121
H 0.74 -7.55 -0.12 0.112
H 1.55 -7.20 1.40 0.115
H -1.18 -6.19 0.51 0.089
H 0.13 -5.28 1.28 0.129
O -1.67 -5.97 -1.40 0.085
C -2.70 -6.40 -1.82 -0.483
C -2.92 -7.75 -2.47 -0.071
C -4.28 -7.57 -3.14 -0.147
C -4.95 -6.55 -2.24 -0.131
O -3.87 -5.73 -1.74 0.041
H -2.94 -8.52 -1.70 0.129
H -2.13 -7.96 -3.19 0.120
H -4.84 -8.49 -3.25 0.121
H -4.13 -7.14 -4.13 0.073
H -5.45 -7.01 -1.39 0.126
H -5.66 -5.91 -2.76 0.126
O -4.26 -6.19 -6.15 0.122
C -3.15 -5.76 -6.14 -0.468
C -2.46 -4.99 -7.25 -0.070
C -0.99 -5.06 -6.84 -0.150
C -1.08 -5.16 -5.33 -0.141
O -2.31 -5.87 -5.07 0.004
H -2.84 -3.97 -7.24 0.134
H -2.66 -5.45 -8.21 0.126
H -0.39 -4.21 -7.18 0.117
H -0.54 -5.97 -7.25 0.119
H -1.15 -4.18 -4.85 0.132
H -0.26 -5.71 -4.89 0.128
O 3.56 6.59 -4.04 0.123
C 4.72 6.57 -3.74 -0.483
C 5.58 7.75 -3.33 -0.072
C 6.99 7.19 -3.46 -0.153
C 6.77 5.71 -3.19 -0.158
O 5.44 5.43 -3.68 0.018
H 5.34 8.02 -2.30 0.131
H 5.40 8.60 -3.98 0.125
H 7.72 7.64 -2.79 0.115
H 7.35 7.33 -4.48 0.118
H 6.79 5.47 -2.12 0.122
H 7.47 5.06 -3.71 0.124
```

***

(2)
Density functional theory data (the ωB97M-V functional and the def2-TZVPD basis) for a structure of composition C26H42BrMnNOP2.

2S+1: 6
Expectation value of S²: 8.846
LUMO (spin up / spin down) (eV): -7.40 / -10.38
DFT total energy (a.u.): -5552.76842
Molar mass (g/mol): 581.42
Net charge: +2

```
74
Properties=species:S:1:pos:R:3:lowdin_charge:R:1
C 4.28 -3.17 -0.85 0.016
C 4.28 -1.96 -1.60 -0.224
C 5.29 -1.81 -2.57 -0.007
C 6.21 -2.86 -2.76 -0.104
N 6.20 -3.97 -2.03 0.081
C 5.25 -4.15 -1.12 -0.101
C 3.39 -0.89 -1.21 -0.080
C 2.57 -0.68 -0.18 -0.148
C 1.92 -1.03 1.04 -0.239
C 0.69 -1.71 1.05 -0.001
C -0.15 -1.61 2.16 -0.108
C 0.21 -0.82 3.25 -0.695
C 1.52 -0.28 3.32 -0.103
C 2.39 -0.41 2.24 -0.034
Mn 2.55 0.80 -1.31 0.671
P -2.82 -0.62 0.01 0.946
H 5.45 -0.85 -3.07 0.107
H 3.65 -3.30 0.04 0.119
H 7.00 -2.78 -3.52 0.121
H 5.26 -5.09 -0.57 0.122
H 3.41 -0.01 2.31 0.130
H 0.40 -2.30 0.16 0.128
H 1.82 0.22 4.23 0.111
H -1.10 -2.14 2.15 0.089
C -4.15 0.63 0.28 -0.424
C -4.87 1.21 -0.93 -0.163
H -3.66 1.44 0.84 0.056
H -4.87 0.16 0.97 0.081
H -5.74 1.79 -0.60 0.081
H -4.23 1.90 -1.49 0.055
H -5.24 0.45 -1.62 0.060
C -2.20 -0.31 -1.70 -0.436
C -1.82 -1.55 -2.50 -0.152
H -1.30 0.31 -1.57 0.013
H -2.93 0.30 -2.23 0.063
H -1.17 -1.26 -3.33 0.069
H -1.28 -2.29 -1.90 0.056
H -2.70 -2.05 -2.93 0.076
C -3.78 -2.19 -0.15 -0.419
C -5.04 -2.17 -0.99 -0.143
H -4.01 -2.46 0.90 0.054
H -3.07 -2.94 -0.53 0.070
H -5.47 -3.17 -0.99 0.081
H -5.79 -1.49 -0.58 0.068
H -4.85 -1.90 -2.03 0.064
Br -1.00 -0.48 4.58 0.955
P 1.75 3.15 -0.48 1.193
C 0.36 2.56 -1.58 -0.376
C -0.60 3.72 -1.90 -0.092
H -0.16 1.76 -1.04 0.070
H 0.82 2.17 -2.52 0.094
H -1.37 3.36 -2.58 0.103
H -1.10 4.10 -1.00 0.089
H -0.07 4.55 -2.38 0.094
C 0.85 3.31 1.12 -0.347
C 1.10 4.58 1.93 -0.108
H 1.13 2.42 1.70 0.092
H -0.22 3.23 0.86 0.089
H 0.53 4.51 2.86 0.096
H 2.15 4.69 2.19 0.079
H 0.76 5.49 1.41 0.089
C 3.35 2.32 0.02 -0.366
C 4.36 2.21 -1.14 -0.109
H 2.96 1.35 0.43 0.042
H 3.82 2.87 0.84 0.145
H 4.07 1.57 -2.03 0.078
H 4.49 3.21 -1.58 0.115
H 5.33 1.84 -0.81 0.123
C -4.45 -2.02 4.02 -0.129
O -3.55 -1.88 2.91 -0.224
H -5.43 -1.63 3.72 0.085
H -4.09 -1.46 4.90 0.072
H -4.54 -3.09 4.27 0.088
H -2.73 -1.44 3.23 -0.049
```

***

The evaluated max |F| for the records listed, in turn: 1.14; 4.03 eV/Å.